*P*
Below is C8H24N8O16 as an isolated structure, with properties calculated with wB97M-V/def2-TZVPD.

XYZ file:
```
56
Properties=species:S:1:pos:R:3:nbo_charge:R:1
C 10.073 -13.719 16.700 -0.492
N 11.051 -14.840 16.362 0.565
O 10.527 -15.809 15.844 -0.398
O 12.197 -14.720 16.712 -0.376
H 10.351 -12.968 15.961 0.222
H 10.294 -13.330 17.694 0.238
H 9.045 -14.065 16.587 0.240
C 13.716 -13.814 17.548 -0.532
N 14.498 -14.391 16.393 0.536
O 13.813 -14.918 15.521 -0.399
O 15.716 -14.422 16.373 -0.355
H 12.693 -13.495 17.346 0.334
H 14.332 -12.956 17.817 0.206
H 13.733 -14.558 18.344 0.218
C 13.886 -12.677 23.028 -0.504
N 13.052 -13.652 22.347 0.572
O 12.874 -14.639 23.033 -0.357
O 12.613 -13.395 21.239 -0.377
H 14.338 -12.019 22.285 0.224
H 14.703 -13.188 23.537 0.239
H 13.461 -12.190 23.905 0.299
C 12.340 -16.715 17.577 -0.526
N 12.534 -15.948 18.844 0.551
O 13.497 -16.139 19.598 -0.381
O 11.728 -15.126 19.147 -0.432
H 11.293 -16.865 17.314 0.249
H 12.735 -17.726 17.682 0.234
H 12.974 -16.280 16.804 0.300
C 11.110 -10.481 17.135 -0.477
N 12.310 -9.643 16.974 0.523
O 12.632 -8.873 17.899 -0.377
O 12.880 -9.713 15.896 -0.355
H 10.187 -9.901 17.154 0.231
H 11.184 -11.019 18.080 0.227
H 10.915 -11.294 16.436 0.213
C 11.744 -10.491 21.527 -0.488
N 11.646 -10.462 23.010 0.523
O 11.832 -11.526 23.636 -0.457
O 11.485 -9.387 23.588 -0.360
H 11.162 -9.604 21.278 0.240
H 11.229 -11.397 21.207 0.249
H 12.725 -10.571 21.059 0.276
C 10.544 -15.291 22.592 -0.557
N 9.726 -14.072 22.329 0.562
O 9.027 -13.681 23.228 -0.351
O 9.750 -13.573 21.223 -0.454
H 11.534 -14.890 22.806 0.272
H 10.654 -15.983 21.757 0.229
H 10.362 -15.767 23.555 0.243
C 10.806 -13.241 19.782 -0.542
N 11.766 -12.284 19.175 0.542
O 12.100 -12.525 18.022 -0.412
O 12.138 -11.352 19.867 -0.434
H 9.829 -12.773 19.907 0.248
H 11.210 -13.718 20.675 0.335
H 10.580 -13.969 19.003 0.255
```

Computed properties:
HOMO level: -9.7011 eV
HOMO-LUMO gap: 8.477 eV
Charge: 0
Molar mass: 488.320 g/mol
Multiplicity: 1
LUMO level: -1.2237 eV

***

*Q*
Below is a 8-piece molecular cluster, C8H24N8O16 overall, with properties calculated with wB97M-V/def2-TZVPD.

XYZ file:
```
56
Properties=species:S:1:pos:R:3:nbo_charge:R:1
C -1.101 3.361 -2.713 -0.502
N -1.394 1.954 -3.171 0.537
O -0.847 1.553 -4.163 -0.348
O -2.217 1.290 -2.563 -0.410
H -0.740 3.509 -1.695 0.237
H -1.928 4.027 -2.959 0.263
H -0.204 3.693 -3.234 0.226
C -4.791 -0.722 -2.208 -0.476
N -6.074 -1.253 -1.645 0.511
O -7.076 -0.761 -2.168 -0.359
O -6.065 -2.142 -0.748 -0.384
H -5.021 0.245 -2.656 0.245
H -4.461 -1.449 -2.951 0.243
H -4.021 -0.694 -1.437 0.219
C -4.444 2.771 0.952 -0.472
N -3.746 3.837 0.121 0.520
O -3.307 4.825 0.689 -0.358
O -3.493 3.661 -1.083 -0.406
H -4.998 2.194 0.212 0.233
H -5.143 3.246 1.641 0.246
H -3.623 2.231 1.424 0.238
C -1.016 -0.219 0.181 -0.494
N 0.327 -0.847 0.497 0.521
O 0.980 -1.308 -0.469 -0.400
O 0.729 -0.855 1.678 -0.345
H -1.677 0.083 0.993 0.237
H -1.646 -0.791 -0.500 0.244
H -0.790 0.681 -0.392 0.235
C 3.086 -2.338 -2.893 -0.502
N 3.562 -3.739 -2.745 0.522
O 3.907 -4.167 -1.670 -0.349
O 3.496 -4.475 -3.745 -0.392
H 3.957 -1.716 -2.688 0.230
H 2.314 -2.012 -2.196 0.252
H 2.832 -2.205 -3.944 0.237
C 3.013 1.224 -1.664 -0.492
N 4.461 1.118 -1.352 0.524
O 4.850 0.322 -0.464 -0.399
O 5.162 1.603 -2.171 -0.332
H 2.630 0.282 -2.055 0.244
H 2.764 2.115 -2.240 0.232
H 2.522 1.347 -0.698 0.222
C 3.292 1.337 3.680 -0.488
N 1.892 1.048 4.191 0.535
O 1.736 0.701 5.346 -0.366
O 0.994 1.399 3.465 -0.388
H 4.039 1.312 4.473 0.234
H 3.190 2.358 3.311 0.231
H 3.538 0.576 2.939 0.243
C 1.117 -3.704 4.093 -0.491
N 2.062 -4.418 4.987 0.525
O 2.682 -5.380 4.481 -0.390
O 2.147 -4.007 6.114 -0.351
H 0.658 -4.438 3.432 0.233
H 1.612 -2.837 3.655 0.246
H 0.271 -3.424 4.721 0.227
```

Computed properties:
HOMO level: -10.9067 eV
HOMO-LUMO gap: 9.830 eV
SMILES: C[N+](=O)[O-].C[N+](=O)[O-].C[N+](=O)[O-].C[N+](=O)[O-].C[N+](=O)[O-].C[N+](=O)[O-].C[N+](=O)[O-].C[N+](=O)[O-]
Charge: 0
Molar mass: 488.320 g/mol
Multiplicity: 1
LUMO level: -1.0769 eV

***

Stability ranking, top and bottom: *Q* is the most stable and *P* is the least stable.

***

*P*
Below is C4H4S as an isolated structure, with properties calculated with wB97M-V/def2-TZVPD.

XYZ file:
```
9
Properties=species:S:1:pos:R:3:nbo_charge:R:1
C 0.425 -0.685 0.500 -0.317
C -0.614 -0.679 -0.534 -0.213
C 0.425 0.794 0.398 -0.316
C -0.749 0.641 -0.557 -0.190
S 2.026 0.025 -0.158 0.082
H 0.571 -1.484 1.354 0.263
H -1.048 -1.645 -0.983 0.223
H 0.477 1.621 1.069 0.237
H -1.513 1.412 -1.088 0.233
```

Computed properties:
HOMO level: -8.8184 eV
HOMO-LUMO gap: 9.365 eV
Charge: 0
Molar mass: 84.143 g/mol
Multiplicity: 1
LUMO level: 0.5466 eV

***

*Q*
Below is an isolated molecule of C4H4S, with properties calculated with wB97M-V/def2-TZVPD.

XYZ file:
```
9
Properties=species:S:1:pos:R:3:nbo_charge:R:1
C -1.009 -1.595 0.019 -0.487
C 0.089 -0.797 0.003 0.257
C -2.380 -0.956 0.039 -0.130
C 0.298 0.554 0.021 -0.775
S -2.737 0.585 -0.053 0.145
H -0.840 -2.651 -0.320 0.236
H 1.086 0.834 -0.808 0.260
H 0.761 0.761 0.956 0.265
H -0.663 1.067 -0.338 0.229
```

Computed properties:
HOMO level (alpha / beta): -8.8936 / -8.0217 eV
HOMO-LUMO gap (alpha / beta): 8.400 / 7.509 eV
Charge: 0
Molar mass: 84.143 g/mol
Multiplicity: 1
LUMO level (alpha / beta): -0.4938 / -0.5123 eV

***

*R*
Below is an isolated molecule of C4H4S, with properties calculated with wB97M-V/def2-TZVPD.

XYZ file:
```
9
Properties=species:S:1:pos:R:3:nbo_charge:R:1
C -1.443 -1.353 -0.064 -0.369
C -1.118 -0.090 0.341 -0.006
C -0.062 0.496 -0.001 -0.165
C 0.993 1.408 -0.072 -0.396
S 1.434 -0.463 0.073 0.078
H -2.098 -2.105 0.174 0.205
H -0.984 -1.322 -1.001 0.194
H 1.292 1.863 -0.920 0.224
H 1.114 2.016 0.866 0.235
```

Computed properties:
HOMO level (alpha / beta): -8.5307 / -8.5314 eV
HOMO-LUMO gap (alpha / beta): 8.184 / 8.185 eV
SMILES: C=C=C1CS1
Charge: 0
Molar mass: 84.143 g/mol
Multiplicity: 1
LUMO level (alpha / beta): -0.3466 / -0.3466 eV

***

Stability ranking, top and bottom: *P* is the most stable and *R* is the least stable.